# 1
Here is a structure of composition C13H21CrF9IO3P2 at a distorted geometry from the Open Molecules 2025 dataset. Energies are from wB97M-V/def2-TZVPD.

Output
* total charge: +2
* gap between HOMO and LUMO (spin up / spin down): 6.65 / 6.98 eV
* energy relative to the best compared isomer or geometry (same formula, charge and spin): 0.0 kcal/mol
* ⟨S²⟩: 3.820
* multiplicity: 4
* E_tot: -3656.78573 Ha

Geometry (Å):
C 0.002 0.156 -5.492
C 0.010 1.052 -4.399
H 0.002 0.705 -6.453
H -0.905 -0.481 -5.386
H 0.898 -0.496 -5.386
O 0.017 1.888 -3.607
I -0.020 -2.056 -1.981
Cr -0.001 -0.010 -0.487
P 2.417 -0.021 -0.588
C 3.282 1.191 0.444
C 2.734 -1.650 0.130
H 3.805 -1.783 0.318
H 4.456 0.020 -1.912
H 2.374 -2.431 -0.558
H 3.184 -0.956 -2.716
H 3.087 1.000 1.501
H 2.197 -1.723 1.084
C 3.378 -0.045 -2.137
H 4.366 1.161 0.265
H 3.092 0.826 -2.736
H 2.906 2.199 0.210
P -2.418 0.021 -0.586
C -3.264 1.247 0.446
C -3.379 0.017 -2.134
H -2.421 -2.389 -0.561
H -3.835 -1.715 0.323
H -2.222 -1.687 1.082
C -2.762 -1.602 0.131
H -3.204 -0.897 -2.714
H -4.456 0.103 -1.908
H -4.347 1.233 0.264
H -2.872 2.249 0.212
H -3.078 0.884 -2.733
H -3.075 1.053 1.504
C 0.017 1.911 -0.776
O 0.028 3.073 -0.704
F -1.238 1.834 2.882
C -1.232 0.623 3.516
F -1.231 0.838 4.853
F -2.424 0.010 3.229
C 0.001 -0.188 2.958
O 0.003 -0.261 1.605
C 1.249 0.601 3.518
F 1.253 0.811 4.856
F 2.431 -0.029 3.228
F 1.272 1.814 2.889
C -0.016 -1.666 3.516
F -0.029 -1.759 4.879
F -1.110 -2.329 3.045
F 1.077 -2.345 3.065

Force components x, y, z for each atom (eV/Å):
C -0.017 -1.093 -0.054
C 0.025 3.890 2.660
H 0.016 -0.002 0.399
H 0.371 0.265 -0.118
H -0.370 0.280 -0.137
O -0.027 -3.537 -3.059
I 0.003 0.153 -0.930
Cr -0.005 -1.385 3.028
P 1.001 -0.405 0.257
C -0.139 0.459 0.020
C 0.045 -0.340 0.259
H -0.118 0.075 -0.051
H -0.460 -0.047 -0.019
H 0.297 0.329 0.394
H -0.010 0.165 0.204
H 0.043 0.016 -0.286
H 0.127 -0.084 -0.212
C -0.204 0.221 -0.295
H -0.314 -0.063 -0.008
H 0.235 -0.058 -0.039
H 0.254 -0.231 0.086
P -0.999 -0.375 0.267
C 0.156 0.438 0.028
C 0.201 0.205 -0.304
H -0.287 0.333 0.395
H 0.120 0.070 -0.048
H -0.134 -0.081 -0.216
C -0.057 -0.339 0.257
H 0.012 0.174 0.206
H 0.462 -0.055 -0.024
H 0.298 -0.067 -0.003
H -0.249 -0.214 0.086
H -0.238 -0.058 -0.037
H -0.044 0.019 -0.295
C 0.053 5.980 0.788
O -0.045 -4.929 -0.563
F -0.330 -0.915 0.529
C -1.064 0.426 0.551
F 0.076 -0.297 -1.654
F 1.169 0.412 0.048
C -0.005 0.030 1.104
O -0.003 0.348 -2.326
C 1.065 0.392 0.561
F -0.089 -0.296 -1.651
F -1.166 0.434 0.046
F 0.319 -0.926 0.527
C -0.006 -1.110 0.764
F 0.024 0.430 -1.858
F 0.942 0.677 0.371
F -0.935 0.682 0.354

# 2
Here is a cluster of 15 separate species, C50H135N13O6 in total at a distorted geometry from the Open Molecules 2025 dataset. Energies are from wB97M-V/def2-TZVPD.

Output
* total charge: +2
* gap between HOMO and LUMO: 6.40 eV
* multiplicity: 1
* E_tot: -3148.65607 Ha

Geometry (Å):
N 19.747 -9.687 2.449
H 19.816 -10.298 3.274
H 19.480 -8.744 2.713
H 19.075 -9.981 1.697
H 20.661 -9.699 1.965
N 17.721 -9.478 6.644
H 18.134 -10.005 5.836
H 17.425 -8.587 6.257
H 18.530 -9.250 7.244
H 17.009 -10.128 7.067
N 15.619 -11.867 1.144
H 15.332 -12.682 0.555
H 14.900 -11.164 1.301
H 16.365 -11.325 0.660
H 16.042 -12.161 2.036
N 19.410 -13.377 -0.380
H 19.293 -14.060 0.382
H 19.071 -13.799 -1.292
H 20.381 -13.134 -0.550
H 18.964 -12.479 -0.062
N 22.320 -16.685 2.543
H 22.586 -16.011 1.830
H 21.678 -17.448 2.221
H 21.710 -16.161 3.198
H 23.171 -17.016 2.985
N 16.504 -9.025 3.024
H 16.341 -8.891 1.986
H 16.705 -10.030 3.155
H 15.585 -8.947 3.461
H 17.129 -8.339 3.423
C 18.305 -13.449 2.695
C 19.264 -14.415 2.961
C 20.088 -14.298 4.244
O 20.890 -15.223 4.549
C 20.030 -13.157 5.003
C 19.184 -12.075 4.628
C 18.043 -12.429 3.610
O 17.046 -11.673 3.500
O 19.267 -10.874 4.965
O 19.504 -15.220 2.016
H 17.712 -13.550 1.797
H 20.631 -13.042 5.894
O 18.298 -10.997 0.488
C 18.117 -10.001 -0.521
C 16.726 -9.386 -0.661
O 16.113 -8.644 0.369
H 18.425 -10.502 -1.455
H 18.940 -9.268 -0.603
H 15.966 -10.172 -0.827
H 16.689 -8.780 -1.576
C 14.290 -12.996 6.655
C 15.473 -11.987 6.532
N 15.735 -11.176 7.735
C 14.607 -10.273 8.055
C 14.801 -9.279 9.221
C 16.077 -11.961 8.927
C 17.266 -12.889 8.723
H 13.403 -12.581 7.127
H 14.566 -13.876 7.234
H 14.085 -13.262 5.617
H 16.356 -12.485 6.131
H 15.235 -11.206 5.803
H 13.821 -10.924 8.454
H 14.256 -9.847 7.115
H 14.900 -9.762 10.190
H 13.938 -8.616 9.310
H 15.603 -8.541 9.118
H 16.353 -11.264 9.719
H 15.219 -12.556 9.258
H 16.890 -13.724 8.117
H 18.028 -12.453 8.075
H 17.638 -13.407 9.603
C 20.381 -12.441 -3.631
C 20.355 -13.977 -3.573
N 19.131 -14.485 -2.931
C 17.849 -14.111 -3.571
C 17.258 -12.805 -3.042
C 19.156 -15.916 -2.662
C 20.236 -16.323 -1.632
H 20.383 -12.032 -2.620
H 19.655 -11.961 -4.279
H 21.360 -12.142 -4.015
H 20.560 -14.536 -4.493
H 21.213 -14.230 -2.945
H 17.974 -14.208 -4.655
H 17.096 -14.869 -3.346
H 16.930 -12.946 -2.010
H 17.971 -11.991 -3.051
H 16.341 -12.577 -3.586
H 19.211 -16.352 -3.672
H 18.246 -16.361 -2.261
H 19.742 -16.258 -0.657
H 21.045 -15.600 -1.539
H 20.550 -17.358 -1.722
C 13.286 -16.888 6.029
C 14.227 -18.093 5.831
N 14.574 -18.241 4.422
C 14.149 -19.498 3.803
C 12.627 -19.621 3.807
C 15.917 -17.810 4.012
C 16.174 -16.318 4.217
H 13.032 -16.911 7.093
H 12.443 -16.855 5.345
H 13.836 -15.951 5.907
H 15.168 -17.867 6.342
H 13.687 -18.991 6.125
H 14.512 -19.530 2.774
H 14.677 -20.346 4.263
H 12.240 -18.754 3.264
H 12.252 -20.457 3.216
H 12.209 -19.602 4.810
H 16.098 -18.021 2.954
H 16.656 -18.478 4.478
H 15.475 -15.659 3.703
H 17.153 -16.119 3.774
H 16.170 -16.063 5.278
C 18.123 -6.406 9.032
C 19.517 -7.076 8.900
N 19.495 -8.559 8.899
C 19.067 -8.989 10.228
C 19.992 -8.645 11.429
C 20.793 -9.078 8.423
C 20.979 -10.606 8.577
H 17.457 -6.574 8.187
H 18.387 -5.360 9.182
H 17.639 -6.757 9.941
H 20.053 -6.653 8.044
H 20.169 -6.696 9.693
H 18.059 -8.733 10.556
H 18.986 -10.080 10.229
H 20.239 -7.600 11.618
H 19.581 -9.046 12.354
H 20.976 -9.097 11.278
H 21.623 -8.561 8.914
H 20.768 -8.823 7.365
H 20.619 -11.113 9.471
H 21.991 -10.879 8.289
H 20.303 -11.073 7.849
C 22.303 -8.228 0.313
C 23.103 -9.325 0.994
N 22.702 -9.715 2.343
C 23.425 -10.902 2.742
C 24.999 -10.818 2.814
C 22.772 -8.651 3.342
C 22.350 -9.001 4.758
H 22.380 -7.273 0.831
H 21.294 -8.597 0.122
H 22.784 -8.040 -0.647
H 23.090 -10.207 0.346
H 24.168 -9.062 0.927
H 23.260 -11.685 1.998
H 23.049 -11.280 3.692
H 25.385 -9.833 3.073
H 25.364 -11.070 1.819
H 25.338 -11.556 3.537
H 23.798 -8.275 3.431
H 22.178 -7.789 3.033
H 21.756 -8.191 5.190
H 21.804 -9.939 4.856
H 23.182 -8.957 5.465
C 21.457 -19.415 0.056
C 20.361 -19.365 1.122
N 20.835 -19.099 2.467
C 21.550 -20.272 2.987
C 20.794 -21.602 3.144
C 19.684 -18.710 3.310
C 19.855 -18.554 4.794
H 22.063 -20.308 0.235
H 22.174 -18.607 0.208
H 21.059 -19.527 -0.948
H 19.626 -18.631 0.771
H 19.716 -20.248 1.003
H 22.431 -20.423 2.363
H 21.902 -19.903 3.954
H 19.719 -21.575 3.004
H 21.282 -22.314 2.474
H 21.118 -22.069 4.076
H 18.968 -19.526 3.135
H 19.173 -17.823 2.930
H 20.719 -17.919 5.006
H 19.809 -19.438 5.432
H 18.987 -18.021 5.192
C 16.143 -15.453 -0.193
C 14.798 -15.246 0.542
N 14.154 -14.026 0.102
C 12.969 -13.635 0.914
C 13.237 -13.575 2.416
C 13.697 -14.153 -1.320
C 13.666 -12.744 -1.980
H 16.031 -15.837 -1.206
H 16.802 -16.086 0.406
H 16.718 -14.531 -0.309
H 14.095 -16.085 0.562
H 15.200 -15.113 1.552
H 12.592 -12.662 0.601
H 12.216 -14.400 0.699
H 13.419 -14.540 2.894
H 14.090 -13.017 2.804
H 12.310 -13.172 2.828
H 12.684 -14.551 -1.395
H 14.423 -14.715 -1.901
H 13.786 -12.823 -3.058
H 14.422 -12.087 -1.547
H 12.727 -12.263 -1.702

Force components x, y, z for each atom (eV/Å):
N 0.246 0.508 -0.827
H -0.468 0.178 -0.047
H 0.468 0.072 0.174
H -0.780 -1.452 -0.287
H 0.351 0.261 0.622
N 1.295 0.116 -1.588
H 0.107 -0.124 0.089
H -0.691 -0.054 0.396
H -0.281 -0.070 1.009
H -0.701 0.167 0.821
N 0.864 0.714 -0.425
H -0.823 0.048 0.106
H -0.407 -0.333 -0.100
H 0.623 -0.270 0.121
H -0.026 0.241 0.160
N 0.042 -0.143 0.219
H 0.508 -0.158 0.120
H 0.046 0.262 -0.249
H 0.160 -0.333 0.288
H -0.751 0.927 0.004
N -0.253 0.982 -0.256
H -0.169 -0.212 -0.270
H 0.460 -0.857 0.003
H -0.145 0.430 0.895
H -0.197 -0.330 0.197
N -1.573 -0.462 0.861
H 0.100 0.614 -2.638
H 1.207 -0.224 0.417
H 0.046 0.532 0.017
H 0.198 -0.189 0.003
C -0.691 0.544 1.348
C 0.146 0.310 -2.255
C 1.335 -2.440 0.152
O -0.509 0.145 -1.048
C -1.442 2.949 0.622
C -0.299 -2.318 -0.585
C 0.782 0.173 -0.860
O -0.271 0.445 0.576
O 0.125 0.481 0.490
O 0.944 -0.542 1.207
H -0.188 -0.038 0.088
H 0.355 -0.078 -0.200
O -0.139 0.934 0.464
C 0.959 -1.174 -0.696
C -1.546 0.489 0.524
O 1.341 -0.542 1.672
H -0.920 -0.081 -0.559
H -0.212 0.697 1.123
H 0.504 -0.694 -0.735
H 0.364 -0.049 -0.180
C 0.972 0.535 -0.374
C -1.355 0.474 0.449
N 1.088 0.249 0.371
C -0.226 -0.794 0.974
C 0.186 0.752 -0.527
C 0.805 0.083 0.451
C -0.890 -1.017 -1.477
H -0.022 0.180 -0.219
H 0.101 -0.094 -0.168
H -0.368 -0.397 0.166
H 0.189 -0.023 0.405
H -0.216 -0.338 -0.382
H -0.451 0.082 -0.409
H -0.004 0.363 0.157
H 0.072 -0.159 -0.121
H -0.325 -0.367 -0.171
H 0.410 -0.387 -0.206
H -0.308 0.076 0.017
H -0.125 0.104 0.133
H 0.140 -0.085 -0.090
H 0.340 0.197 0.518
H 0.183 0.632 0.262
C 1.018 -0.435 -0.590
C -0.350 0.096 0.591
N -1.150 0.463 1.573
C 0.175 -0.227 -0.114
C -0.077 -0.411 -0.159
C 1.026 -0.748 -0.879
C -0.978 0.409 0.365
H -0.499 0.105 0.001
H -0.215 -0.109 0.165
H -0.013 -0.082 -0.164
H -0.239 0.478 -0.452
H -0.128 -0.193 0.145
H -0.108 0.631 -0.127
H 0.259 -0.262 0.147
H 0.146 -0.037 0.130
H -0.239 0.238 -0.170
H 0.198 0.301 -0.178
H 0.658 -0.738 0.276
H -0.483 0.825 -0.029
H 0.028 -0.120 0.116
H 0.384 -0.401 -0.446
H 0.353 0.134 -0.272
C 0.979 0.013 0.843
C -0.209 1.108 -1.537
N 0.096 0.152 -1.635
C 0.285 0.047 0.128
C 0.180 0.432 -0.625
C -0.840 -0.372 0.078
C 0.613 -0.521 0.159
H -0.682 0.162 -0.137
H -0.159 -0.332 0.217
H 0.057 -0.050 -0.230
H -0.209 -0.592 0.695
H 0.528 -0.119 0.577
H -0.121 0.305 -0.080
H -0.333 -0.250 0.311
H -0.015 0.186 0.226
H 0.191 -0.374 0.416
H -0.122 -0.256 -0.053
H -0.604 -0.038 -0.169
H 0.432 0.448 0.509
H -0.315 -0.301 -0.017
H 0.145 0.233 0.315
H 0.160 0.171 -0.023
C 1.446 -0.424 0.504
C -0.267 0.240 -0.276
N -0.676 1.076 0.089
C 0.594 -1.139 1.499
C 0.641 -0.205 -0.454
C -0.293 -0.569 1.035
C -1.191 0.150 -1.253
H 0.098 0.151 -0.124
H -0.632 0.199 -0.244
H -0.141 0.102 -0.026
H -0.318 -0.525 -0.530
H -0.214 -0.185 0.405
H -0.143 0.670 -0.872
H 0.204 -0.051 -0.172
H -0.526 0.159 -0.213
H -0.076 -0.074 -0.077
H -0.052 -0.238 0.076
H 0.071 0.131 -0.060
H 0.592 -0.057 -0.140
H 0.677 0.595 0.560
H 0.030 -0.117 0.292
H 0.219 -0.023 -0.347
C 0.499 -0.337 -0.023
C 0.947 0.224 -0.489
N -0.705 -0.122 -0.199
C 1.256 -0.648 0.296
C -1.111 0.074 -0.333
C 0.725 0.730 -0.036
C -0.178 0.289 0.811
H -0.500 -0.076 0.168
H -0.221 0.554 0.053
H -0.182 -0.111 -0.124
H -0.433 -0.218 0.216
H 0.075 0.304 0.440
H -0.467 0.010 0.040
H -0.119 0.151 -0.015
H -0.045 -0.032 0.172
H 0.372 0.012 0.133
H 0.204 0.050 -0.063
H 0.088 0.138 -0.310
H -0.024 -0.176 -0.413
H -0.491 -0.095 -0.345
H -0.013 0.031 0.085
H 0.259 -0.710 -0.260
C 0.573 -1.001 1.234
C -0.999 0.337 -1.788
N -0.308 0.551 -0.468
C 0.155 0.785 0.866
C 1.513 -0.435 -0.181
C -1.300 -1.557 -0.475
C 0.020 0.610 0.733
H -0.013 -0.095 -0.193
H -0.238 0.343 -0.547
H 0.022 0.410 -0.036
H 0.277 0.654 0.576
H 0.385 -0.483 0.558
H 0.015 0.038 0.050
H 0.193 -0.440 0.080
H 0.029 -0.070 0.154
H -0.686 0.040 -0.580
H -0.712 0.345 0.429
H -0.420 0.177 0.237
H 0.548 0.176 -0.358
H 0.039 -0.166 0.340
H 0.712 -0.370 -0.488
H 0.035 0.365 -0.328
C -0.283 -0.399 -0.293
C 1.392 0.400 0.562
N -0.721 0.439 -1.019
C 1.258 -0.751 0.202
C -0.434 -0.486 0.494
C 0.808 1.882 -0.030
C -0.447 -0.335 1.000
H 0.084 -0.332 0.048
H -0.170 -0.349 -0.201
H -0.361 0.375 0.175
H 0.323 -0.330 -0.222
H -0.789 0.133 0.299
H 0.106 -0.061 -0.332
H -0.410 0.190 0.321
H -0.419 -0.277 -0.323
H -0.096 0.577 -0.535
H 0.196 0.037 0.412
H 0.151 -0.566 0.070
H -0.165 -0.474 0.249
H -0.177 0.210 -0.011
H 0.346 -0.174 -0.287
H -0.122 0.082 -0.513